[1]
Density functional theory data (wB97M-V/def2-TZVPD) for a single C2H4N2O2 molecule at a distorted geometry.

LUMO level   0.24 eV
Energy above the lowest of the compared OMol25 structures with the same formula, charge and spin   101.2 kcal/mol
SMILES   [H]/N=[N+](\[O-])C(C)=O
F_max   0.0531 Eh/bohr
DFT total energy   -338.4919 Ha

Geometry (Å):
C1 -0.35815 -0.26515 0.65581
C2 -1.46459 0.18229 -0.19685
N1 2.07519 -0.17091 0.60364
N2 1.14632 -0.05177 -0.20802
O1 -0.25186 -0.58638 1.77433
O2 1.05346 0.14427 -1.43530
H1 -1.49569 -0.39397 -1.21451
H2 -1.29092 1.24200 -0.36509
H3 -2.40884 -0.02842 0.25248
H4 2.99507 -0.07198 0.13352

[2]
Density functional theory data (wB97M-V/def2-TZVPD) for C2H4N2O2 as an isolated structure.

LUMO level   0.65 eV
Energy above the lowest of the compared OMol25 structures with the same formula, charge and spin   51.7 kcal/mol
F_max   0.0081 Eh/bohr
DFT total energy   -338.5708 Ha

Geometry (Å):
N1 1.88640 -0.19725 -0.07539
C1 0.63534 0.06352 0.19334
O1 0.59613 0.67884 1.32268
N2 -0.50267 -0.21813 -0.51345
C2 -1.76538 0.12596 -0.03836
O2 -2.77828 -0.15106 -0.62741
H1 2.24090 -0.69176 -0.88266
H2 1.85661 0.43408 1.09923
H3 -0.46034 -0.71272 -1.39371
H4 -1.70871 0.66854 0.91573

[3]
Density functional theory data (wB97M-V/def2-TZVPD) for a single C2H4N2O2 molecule at a distorted geometry.

LUMO level   0.60 eV
Energy above the lowest of the compared OMol25 structures with the same formula, charge and spin   65.2 kcal/mol
SMILES   NN(C=O)C=O
F_max   0.0810 Eh/bohr
DFT total energy   -338.5493 Ha

Geometry (Å):
C1 1.35320 0.18460 -0.06780
C2 -0.80555 -0.81678 -0.08560
H1 -0.28402 2.02621 0.97368
H2 -0.50294 2.34104 -0.62242
H3 1.90344 1.23035 0.19040
H4 -0.04675 -1.58413 -0.24406
N1 -0.65603 1.58492 0.08699
N2 -0.01320 0.36610 -0.28208
O1 2.02187 -0.82088 0.12612
O2 -1.98074 -0.91381 0.12244

[4]
Density functional theory data (wB97M-V/def2-TZVPD) for a single C2H4N2O2 molecule at a distorted geometry.

LUMO level   0.85 eV
Energy above the lowest of the compared OMol25 structures with the same formula, charge and spin   73.9 kcal/mol
SMILES   [H]/N=C(\N)OC=O
F_max   0.1087 Eh/bohr
DFT total energy   -338.5355 Ha

Geometry (Å):
C1 -0.41564 0.73811 -0.10761
C2 1.57594 -0.93449 -0.18543
H1 -0.39680 -1.10062 0.34509
H2 -2.15846 -0.19254 0.25724
H3 -1.54434 2.38560 -0.01835
H4 2.71743 -0.95826 0.16809
N1 -1.18793 -0.20959 0.51636
N2 -0.58006 1.99382 -0.20249
O1 0.95281 0.22669 -0.33575
O2 1.03705 -1.94873 -0.43715

[5]
Density functional theory data (wB97M-V/def2-TZVPD) for a single C2H4N2O2 molecule at a distorted geometry.

LUMO level   0.48 eV
Energy above the lowest of the compared OMol25 structures with the same formula, charge and spin   128.0 kcal/mol
SMILES   C=NOC(N)=O
F_max   0.1630 Eh/bohr
DFT total energy   -338.4492 Ha

Geometry (Å):
C1 -1.07227 -0.35773 -0.12752
C2 2.41591 0.05664 0.08542
H1 -2.99717 -0.30312 -0.59274
H2 -2.34101 1.33682 0.56460
H3 2.44074 1.05677 0.39289
H4 3.35864 -0.27164 0.00733
N1 -2.25864 0.43623 -0.29714
N2 1.22564 -0.66017 0.05534
O1 -0.94693 -1.48408 -0.66961
O2 0.17509 0.19028 0.58143

[6]
Density functional theory data (wB97M-V/def2-TZVPD) for a single C2H4N2O2 molecule at a distorted geometry.

LUMO level   0.51 eV
Energy above the lowest of the compared OMol25 structures with the same formula, charge and spin   75.9 kcal/mol
SMILES   N/N=C\C(=O)O
F_max   0.1630 Eh/bohr
DFT total energy   -338.5323 Ha

Geometry (Å):
C1 0.07539 0.60218 -0.84742
C2 -0.22445 0.68070 0.53284
H1 0.04543 -1.81075 -0.01729
H2 0.64919 -2.30271 -1.65505
H3 0.17333 1.65907 -1.24873
H4 0.04493 -0.10364 2.36746
N1 0.36287 -1.63892 -0.87599
N2 0.46443 -0.48370 -1.47640
O1 -0.03515 -0.41669 1.30089
O2 -0.69106 1.63157 1.06258

[7]
Density functional theory data (wB97M-V/def2-TZVPD) for a single C2H4N2O2S molecule at a distorted geometry.

LUMO level   0.48 eV
Energy above the lowest of the compared OMol25 structures with the same formula, charge and spin   25.0 kcal/mol
SMILES   NSC(=O)C(N)=O
F_max   0.0778 Eh/bohr
DFT total energy   -736.7650 Ha

Geometry (Å):
C1 1.47997 -0.32400 -0.11637
C2 -0.17620 0.31211 -0.02351
N1 2.43809 0.53919 0.25253
N2 -2.69855 -0.23258 -0.27637
O1 1.60120 -1.50272 -0.38786
O2 -0.57182 1.42608 0.07099
S1 -1.27364 -1.05559 0.11363
H1 2.25825 1.45384 0.33126
H2 3.23295 0.11435 0.56039
H3 -3.11056 -0.70052 -1.09570
H4 -3.17968 -0.03015 0.57101

[8]
Density functional theory data (wB97M-V/def2-TZVPD) for a 2-piece molecular cluster, C2H4N2O2S overall at a distorted geometry.

LUMO level   0.18 eV
Energy above the lowest of the compared OMol25 structures with the same formula, charge and spin   109.1 kcal/mol
F_max   0.1471 Eh/bohr
DFT total energy   -736.6310 Ha

Geometry (Å):
C1 1.55276 0.25678 0.03758
C2 -1.21996 0.13274 0.03217
H1 3.54182 0.29399 0.12236
H2 2.80600 -1.31309 -0.43389
H3 -0.91548 1.10605 -0.45138
H4 -4.11253 -0.32361 0.77997
N1 2.77832 -0.30048 -0.06772
N2 -2.30036 -0.54505 0.12873
O1 1.15302 1.35631 0.08619
O2 -3.46273 0.38204 -0.22211
S1 0.17915 -1.04567 -0.01191

[9]
Density functional theory data (wB97M-V/def2-TZVPD) for a single C2H4N2O2S molecule at a distorted geometry.

LUMO level   -0.76 eV
Energy above the lowest of the compared OMol25 structures with the same formula, charge and spin   113.9 kcal/mol
SMILES   O=C(/C=N\S)NO
F_max   0.1286 Eh/bohr
DFT total energy   -736.6234 Ha

Geometry (Å):
C1 -0.83732 0.60015 0.04048
C2 -0.05618 -0.62550 0.16725
H1 -3.11393 -1.17081 0.99717
H2 -2.53944 1.02652 -0.96056
H3 -0.64664 -1.57198 -0.14679
H4 1.95041 1.23066 0.36482
N1 -2.21257 0.40799 -0.07633
N2 1.17906 -1.01554 -0.23633
O1 -2.77746 -0.95398 0.00040
O2 -0.30857 1.74928 0.03800
S1 2.60209 -0.09199 0.02378

[10]
Density functional theory data (wB97M-V/def2-TZVPD) for a single C2H4N2O2S molecule at a distorted geometry.

LUMO level (spin up / spin down)   -1.85 / -1.65 eV
Energy above the lowest of the compared OMol25 structures with the same formula, charge and spin   143.1 kcal/mol
SMILES   NS(=O)(=O)C1=NC1
F_max   0.1188 Eh/bohr
DFT total energy   -736.5769 Ha

Geometry (Å):
C1 0.25144 0.48986 0.57246
C2 1.42285 1.08152 0.00457
N1 1.59099 -0.28969 0.40733
N2 -1.03193 -1.62586 -0.03493
O1 -2.38314 0.20800 0.88200
O2 -1.36213 0.65693 -1.34443
S1 -1.30741 0.02110 -0.04668
H1 1.50726 1.35854 -1.12137
H2 2.05788 1.95517 0.60766
H3 -0.27951 -2.01543 -0.68001
H4 -0.46630 -1.84013 0.75340